# 1
Entry from the Open Molecules 2025 dataset: an isolated ion of composition C4H10N2OS and charge +1 (the ωB97M-V functional and the def2-TZVPD basis).

Each line ends with the natural charge from an NBO analysis.
Geometry (Å):
1 O -0.39 -2.30 -0.18  -0.604
2 C -0.36 -1.16 0.28  0.521
3 N 0.73 -0.76 1.03  -0.548
4 C 1.14 0.62 1.16  -0.233
5 C 1.99 1.16 -0.02  -0.547
6 S 1.06 2.04 -1.30  0.030
7 C -1.43 -0.26 0.05  0.024
8 N -2.40 -0.83 -0.88  -0.724
9 H 1.46 -1.45 1.12  0.424
10 H 0.24 1.22 1.29  0.201
11 H 1.73 0.74 2.06  0.233
12 H 2.62 0.37 -0.41  0.235
13 H 2.57 1.96 0.43  0.249
14 H 0.36 1.02 -1.83  0.085
15 H -1.58 0.72 0.47  0.244
16 H -3.31 -0.40 -0.74  0.459
17 H -2.00 -0.81 -1.83  0.465
18 H -2.42 -1.86 -0.71  0.485

## Properties
**Largest force on an atom**: 0.05952 Eh/bohr
**Energy**: -741.040650 hartree
**Spin multiplicity**: 2
**HOMO (alpha / beta)**: -12.8 / -12.8 eV
**Total charge**: +1


# 2
Entry from the Open Molecules 2025 dataset: a 11-piece molecular cluster, C2H23O12 overall (the ωB97M-V functional and the def2-TZVPD basis).

Each line ends with the natural charge from an NBO analysis.
Geometry (Å):
1 C -1.53 -0.77 -0.57  -0.747
2 C -0.51 -0.20 0.44  0.802
3 O 0.65 -0.63 0.51  -0.807
4 O -0.83 0.88 0.99  -0.810
5 H -2.31 -1.34 -0.06  0.227
6 H -0.93 -1.43 -1.20  0.193
7 H -2.03 -0.02 -1.19  0.233
8 O 2.65 -2.20 1.60  -0.971
9 H 2.42 -2.01 2.51  0.465
10 H 2.00 -1.72 1.09  0.496
11 O -0.95 2.76 -2.37  -0.989
12 H -0.60 2.64 -1.48  0.485
13 H -1.08 1.88 -2.70  0.475
14 O -1.33 0.16 -3.46  -0.939
15 H -2.15 -0.29 -3.26  0.470
16 H -0.71 -0.54 -3.66  0.483
17 O 0.48 2.98 0.04  -0.967
18 H 0.10 3.65 0.60  0.459
19 H 0.12 2.16 0.37  0.493
20 O -0.33 2.66 3.66  -0.965
21 H -0.67 3.00 2.83  0.458
22 H 0.47 2.20 3.42  0.495
23 O 2.39 -0.47 -1.53  -0.990
24 H 2.68 -1.38 -1.43  0.486
25 H 1.51 -0.46 -1.15  0.475
26 O 2.48 -3.11 -0.97  -0.955
27 H 1.86 -3.21 -0.24  0.502
28 H 2.20 -3.77 -1.61  0.464
29 O -0.21 -3.63 0.12  -0.957
30 H -0.14 -2.69 0.29  0.490
31 H -0.90 -3.70 -0.55  0.464
32 O -3.61 1.57 1.23  -0.970
33 H -3.88 1.99 0.42  0.455
34 H -2.65 1.54 1.18  0.502
35 O 1.79 1.35 2.40  -0.992
36 H 2.48 1.32 1.75  0.488
37 H 1.06 0.86 2.00  0.500

## Properties
**Largest force on an atom**: 0.04988 Eh/bohr
**Energy**: -993.002522 hartree
**Spin multiplicity**: 1
**HOMO**: -7.0 eV
**Total charge**: -1


# 3
Entry from the Open Molecules 2025 dataset: an isolated ion of composition C9H14NO2 and charge +1 (the ωB97M-V functional and the def2-TZVPD basis).

Each line ends with the natural charge from an NBO analysis.
Geometry (Å):
1 C -2.62 -1.93 0.16  -0.346
2 C -1.41 -1.27 0.06  -0.133
3 C -3.63 -0.97 0.05  0.272
4 C -1.80 0.10 -0.17  0.061
5 C 1.15 0.56 -0.66  -0.101
6 C 1.99 -0.30 0.29  -0.102
7 C -1.04 1.30 -0.02  0.575
8 C 3.49 -0.02 0.08  -0.620
9 C -1.69 2.58 0.32  -0.697
10 N 1.67 -1.70 0.05  -0.849
11 O -3.17 0.20 -0.10  -0.348
12 O 0.26 1.44 0.04  -0.416
13 H -3.03 -2.96 0.05  0.268
14 H -0.33 -1.71 -0.05  0.319
15 H -4.72 -1.18 0.23  0.241
16 H 1.89 1.18 -1.16  0.223
17 H 0.70 -0.03 -1.51  0.211
18 H 1.91 0.13 1.26  0.221
19 H 3.81 1.03 0.31  0.226
20 H 3.72 -0.30 -0.95  0.198
21 H 4.13 -0.68 0.53  0.227
22 H -1.85 3.27 -0.49  0.277
23 H -0.98 3.06 1.03  0.269
24 H -2.66 2.36 0.77  0.250
25 H 2.08 -1.84 -0.92  0.373
26 H 2.12 -2.32 0.79  0.398

## Properties
**Largest force on an atom**: 0.07620 Eh/bohr
**Energy**: -556.230989 hartree
**Spin multiplicity**: 1
**HOMO**: -13.2 eV
**Total charge**: +1


# 4
Entry from the Open Molecules 2025 dataset: CH2F2N2 in the gas phase (the ωB97M-V functional and the def2-TZVPD basis).

Each line ends with the natural charge from an NBO analysis.
Geometry (Å):
1 F -1.02 2.24 -0.84  -0.253
2 N -1.13 0.81 -0.86  -0.030
3 C -0.15 0.26 -0.14  0.144
4 N 0.74 -1.12 0.18  -0.192
5 F 0.85 -1.15 1.55  -0.221
6 H 0.38 1.07 0.32  0.177
7 H 0.33 -2.11 -0.20  0.374

## Properties
**SMILES string**: F/N=C/NF
**Largest force on an atom**: 0.09156 Eh/bohr
**Energy**: -348.308216 hartree
**Spin multiplicity**: 1
**HOMO**: -10.9 eV


# 5
Entry from the Open Molecules 2025 dataset: C6H7P in the gas phase (the ωB97M-V functional and the def2-TZVPD basis).

Each line ends with the natural charge from an NBO analysis.
Geometry (Å):
1 C -1.36 1.87 -0.69  -0.439
2 C -1.18 0.52 -0.57  -0.171
3 C -0.01 -0.16 -0.03  -0.159
4 C 1.31 0.59 0.08  -0.617
5 C -0.09 -1.44 0.35  -0.303
6 C 0.64 -2.59 0.92  -0.519
7 P -1.02 -2.71 1.08  0.714
8 H -2.27 2.10 -1.25  0.198
9 H -0.70 2.69 -0.43  0.202
10 H -1.96 -0.21 -0.87  0.199
11 H 1.79 0.90 -0.89  0.218
12 H 1.98 -0.11 0.80  0.206
13 H 1.18 1.55 0.58  0.213
14 H 1.68 -3.02 0.93  0.258

## Properties
**SMILES string**: C=C/C(C)=C1C=P/1
**Largest force on an atom**: 0.05808 Eh/bohr
**Energy**: -574.029032 hartree
**Spin multiplicity**: 1
**HOMO**: -7.4 eV


# 6
Entry from the Open Molecules 2025 dataset: a 10-piece molecular cluster, H20O10 overall (the ωB97M-V functional and the def2-TZVPD basis).

Each line ends with the natural charge from an NBO analysis.
Geometry (Å):
1 O -0.70 0.34 -0.59  -0.974
2 H -1.12 0.14 0.32  0.499
3 H 0.25 0.36 -0.46  0.472
4 O 2.28 -2.49 -1.20  -0.934
5 H 2.57 -2.11 -2.04  0.466
6 H 2.26 -3.42 -1.41  0.469
7 O -3.41 2.51 0.20  -0.928
8 H -2.91 2.21 -0.57  0.470
9 H -3.27 3.45 0.17  0.458
10 O -3.59 -1.40 2.49  -0.928
11 H -3.87 -2.19 2.98  0.461
12 H -4.53 -1.09 2.23  0.468
13 O -2.73 -1.85 -2.48  -0.912
14 H -3.34 -1.82 -3.12  0.450
15 H -1.92 -2.01 -2.98  0.462
16 O 3.02 0.87 1.24  -0.909
17 H 3.46 0.78 2.12  0.442
18 H 3.34 0.20 0.64  0.469
19 O 0.79 0.46 -2.95  -0.939
20 H 0.36 0.84 -2.25  0.469
21 H 0.10 0.54 -3.64  0.467
22 O -1.15 1.45 2.28  -0.915
23 H -0.50 2.16 2.11  0.472
24 H -0.73 0.67 2.22  0.447
25 O 2.10 -1.37 2.72  -0.953
26 H 1.35 -0.95 2.17  0.480
27 H 2.95 -0.90 2.56  0.465
28 O 2.93 1.57 -0.50  -0.908
29 H 2.88 2.22 -1.15  0.461
30 H 3.14 0.82 -1.11  0.454

## Properties
**SMILES string**: O.O.O.O.O.O.O.O.O.O
**Largest force on an atom**: 0.13600 Eh/bohr
**Energy**: -764.230390 hartree
**Spin multiplicity**: 1
**HOMO**: -10.2 eV


# 7
Entry from the Open Molecules 2025 dataset: C41H38CrF9N3PS2 as an isolated structure (the ωB97M-V functional and the def2-TZVPD basis).

Each line ends with the Löwdin charge.
Geometry (Å):
1 Cr 0.53 -0.41 -0.07  0.617
2 C 3.20 3.50 -0.72  -0.017
3 C 2.96 2.18 -0.03  -0.177
4 C 3.46 1.01 -0.60  -0.254
5 C 4.30 1.04 -1.85  -0.037
6 C 3.21 -0.23 0.02  -0.273
7 C 3.71 -1.49 -0.64  -0.035
8 C 2.63 -0.28 1.30  -0.250
9 C 2.78 -1.59 2.06  -0.040
10 C 2.17 0.92 1.90  -0.186
11 C 1.73 0.99 3.35  -0.028
12 C 2.26 2.13 1.19  -0.164
13 C 1.73 3.40 1.80  -0.021
14 H 2.88 3.46 -1.76  0.091
15 H 4.27 3.74 -0.72  0.103
16 H 2.69 4.32 -0.24  0.058
17 H 3.79 0.54 -2.68  0.064
18 H 5.24 0.51 -1.68  0.099
19 H 4.54 2.05 -2.16  0.074
20 H 4.77 -1.65 -0.41  0.109
21 H 3.62 -1.43 -1.72  0.079
22 H 3.17 -2.37 -0.31  0.082
23 H 2.10 -2.37 1.70  0.084
24 H 2.63 -1.49 3.13  0.067
25 H 3.79 -1.97 1.92  0.099
26 H 0.65 1.14 3.46  0.067
27 H 2.22 1.84 3.84  0.099
28 H 2.01 0.11 3.92  0.069
29 H 2.53 4.04 2.17  0.112
30 H 1.05 3.21 2.63  0.071
31 H 1.17 3.98 1.06  0.055
32 C 0.62 1.16 -5.21  -0.415
33 S -0.83 0.26 -4.65  0.904
34 C -0.47 -0.08 -2.98  -1.066
35 S 0.99 0.45 -2.24  0.708
36 N -1.43 -0.74 -2.39  -0.101
37 N -1.18 -0.97 -1.07  -0.145
38 C -2.11 -1.53 -0.39  -0.051
39 C -1.87 -1.76 1.02  -0.245
40 C -2.84 -2.32 1.83  0.017
41 C -2.56 -2.54 3.17  -0.019
42 C -1.31 -2.20 3.65  -0.014
43 C -0.39 -1.65 2.77  -0.102
44 N -0.64 -1.42 1.49  0.054
45 H 0.76 2.08 -4.65  0.025
46 H 0.42 1.39 -6.26  0.041
47 H 1.51 0.54 -5.16  0.033
48 H -3.05 -1.80 -0.86  0.148
49 H -3.81 -2.57 1.41  0.132
50 H -3.31 -2.98 3.83  0.125
51 H -1.04 -2.36 4.68  0.125
52 H 0.59 -1.38 3.12  0.078
53 F -8.02 3.37 -3.28  0.147
54 C -6.93 3.17 -4.05  -0.588
55 F -7.20 2.15 -4.87  0.145
56 F -6.77 4.27 -4.80  0.150
57 C -5.71 2.91 -3.19  -0.110
58 C -4.99 1.74 -3.32  0.009
59 C -3.87 1.54 -2.52  -0.078
60 C -3.48 2.50 -1.59  -0.360
61 C -4.22 3.68 -1.48  -0.056
62 C -5.33 3.89 -2.28  0.005
63 P -2.03 2.14 -0.54  1.127
64 C -2.81 1.71 1.06  -0.361
65 C -1.97 1.55 2.16  -0.104
66 C -2.45 1.11 3.37  -0.011
67 C -3.80 0.81 3.50  -0.123
68 C -4.66 0.96 2.42  0.006
69 C -4.17 1.41 1.20  -0.045
70 C -4.36 0.30 4.80  -0.585
71 F -5.23 1.16 5.34  0.163
72 F -3.40 0.07 5.71  0.137
73 F -5.02 -0.87 4.62  0.131
74 C -1.36 3.81 -0.23  -0.372
75 C -0.47 4.28 -1.20  -0.083
76 C 0.10 5.53 -1.08  -0.014
77 C -0.20 6.32 0.03  -0.120
78 C -1.08 5.87 0.99  0.005
79 C -1.67 4.62 0.85  -0.072
80 C 0.50 7.65 0.16  -0.586
81 F 0.09 8.33 1.24  0.149
82 F 1.83 7.47 0.28  0.139
83 F 0.30 8.42 -0.92  0.154
84 H -5.29 0.99 -4.04  0.125
85 H -3.29 0.63 -2.62  0.068
86 H -3.93 4.45 -0.77  0.109
87 H -5.90 4.80 -2.20  0.131
88 H -0.91 1.78 2.05  0.087
89 H -1.79 1.00 4.23  0.120
90 H -5.71 0.74 2.53  0.133
91 H -4.84 1.54 0.37  0.109
92 H -0.22 3.65 -2.05  0.101
93 H 0.78 5.90 -1.84  0.133
94 H -1.31 6.49 1.85  0.126
95 H -2.37 4.28 1.61  0.111

## Properties
**Largest force on an atom**: 0.00388 Eh/bohr
**Energy**: -4830.362252 hartree
**Spin multiplicity**: 5
**HOMO (alpha / beta)**: -10.9 / -11.0 eV
**Total charge**: +1


# 8
Entry from the Open Molecules 2025 dataset: C15H23N2PdS as an isolated structure (the ωB97M-V functional and the def2-TZVPD basis).

Each line ends with the natural charge from an NBO analysis.
Geometry (Å):
1 C -0.41 0.73 -4.36  0.092
2 C 0.17 2.08 -4.25  -0.670
3 C 0.41 -0.37 -4.86  -0.673
4 C -1.87 0.58 -4.29  -0.672
5 H 0.47 -0.38 -5.96  0.232
6 H 0.02 -1.35 -4.55  0.205
7 H 1.45 -0.29 -4.50  0.204
8 H 0.21 2.59 -5.23  0.227
9 H 1.20 2.05 -3.86  0.205
10 H -0.44 2.72 -3.58  0.214
11 H -2.35 0.70 -5.28  0.228
12 H -2.32 1.34 -3.63  0.212
13 H -2.17 -0.41 -3.91  0.206
14 C 2.14 -0.13 0.97  -0.303
15 C 2.15 -0.91 -0.23  -0.223
16 C 1.88 -0.04 -1.33  -0.240
17 H 2.36 -1.98 -0.29  0.246
18 C 1.66 1.28 -0.81  -0.306
19 C 1.82 1.22 0.62  -0.234
20 H 1.70 2.05 1.31  0.262
21 H 2.39 -0.49 1.97  0.253
22 H 1.85 -0.32 -2.38  0.255
23 H 1.40 2.17 -1.39  0.266
24 C -2.28 -1.14 0.36  -0.146
25 C -1.29 -2.07 0.76  -0.328
26 C -0.35 -2.22 -0.31  -0.240
27 H -1.30 -2.66 1.67  0.236
28 C -0.80 -1.39 -1.41  -0.281
29 C -2.00 -0.73 -0.98  -0.319
30 H -2.61 -0.07 -1.60  0.263
31 H -3.12 -0.82 0.96  0.252
32 H 0.48 -2.91 -0.36  0.246
33 H -0.37 -1.35 -2.41  0.268
34 Pd 0.01 0.04 0.12  0.773
35 N 0.17 -0.83 3.54  -0.785
36 C -0.14 0.48 3.46  0.333
37 N 0.14 1.25 4.52  -0.762
38 S -0.92 1.20 2.12  -0.175
39 H 0.38 -1.24 4.44  0.407
40 H -0.09 -1.46 2.79  0.428
41 H -0.12 2.22 4.50  0.434
42 H 0.50 0.85 5.38  0.407

## Properties
**Largest force on an atom**: 0.03070 Eh/bohr
**Energy**: -1220.563997 hartree
**Spin multiplicity**: 5
**HOMO (alpha / beta)**: -9.4 / -11.7 eV
**Total charge**: +1


Question: Which of these has the highest energy?
Answer: CH2F2N2


Question: Which value of spin multiplicity does entry 4 give?
Answer: 1


Question: The highest largest force on an atom belongs to which entry?
Answer: H20O10